--- 1 ---
# CH8N3

A cluster of 2 separate species, CH8N3 in total (the ωB97M-V functional and the def2-TZVPD basis, the OMol25 dataset).

Calculated values
- HOMO-LUMO gap (eV) = 11.65
- LUMO level (eV) = -3.53
- highest occupied orbital energy (eV) = -15.179
- charge = +1

Structure (XYZ):
```
12
CH8N3, DFT the ωB97M-V functional and the def2-TZVPD basis
N -1.5431 -0.7572 -1.1352
H -1.0851 -1.3044 -1.8605
H -0.2134 -0.8316 0.2356
H -2.2059 -1.3328 -0.6319
H -2.0944 -0.0860 -1.6762
N 1.0442 1.4354 0.0407
C 1.2284 0.4500 0.8993
N 0.5345 -0.6557 0.9318
H 0.1572 1.5051 -0.4316
H 1.5985 2.2562 0.2088
H 2.0307 0.5232 1.6358
H 0.5484 -1.2021 1.7832
```


--- 2 ---
# CH8N3

A cluster of 2 separate species, CH8N3 in total (the ωB97M-V functional and the def2-TZVPD basis, the OMol25 dataset).

Calculated values
- HOMO-LUMO gap (eV) = 11.39
- LUMO level (eV) = -3.55
- highest occupied orbital energy (eV) = -14.942
- charge = +1

Structure (XYZ):
```
12
CH8N3, DFT the ωB97M-V functional and the def2-TZVPD basis
N 1.8005 0.3393 -1.0460
H 1.8658 -0.1122 -1.9430
H -0.1759 0.2789 -0.7661
H 2.3978 -0.1481 -0.3985
H 2.0551 1.3114 -1.0499
N -0.5144 -0.3685 1.5279
C -1.4856 -0.3059 0.6362
N -1.1886 0.0704 -0.5938
H 0.4624 -0.1539 1.4171
H -0.7501 -0.6301 2.4766
H -2.5374 -0.4250 1.0056
H -1.9298 0.1439 -1.2661
```


Verdict on stability: 1 comes out on top.


--- 1 ---
# C2ClN5

The molecule C2ClN5 (the ωB97M-V functional and the def2-TZVPD basis, the OMol25 dataset).

Calculated values
- structure (SMILES) = N#Cc1nnnn1Cl
- HOMO-LUMO gap (eV) = 9.43
- LUMO level (eV) = -1.87
- highest occupied orbital energy (eV) = -11.307

Structure (XYZ):
```
8
C2ClN5, DFT the ωB97M-V functional and the def2-TZVPD basis
N -1.8880 2.2294 0.0245
C -1.2468 1.2807 -0.0817
C -0.6448 0.0431 0.0320
N -0.9664 -1.1871 0.0353
N 0.1235 -1.9420 -0.0054
N 1.1819 -1.3013 -0.0438
N 0.9298 -0.0307 0.0382
Cl 2.5108 0.9080 0.0008
```


--- 2 ---
# C2ClN5

A cluster of 2 separate species, C2ClN5 in total (the ωB97M-V functional and the def2-TZVPD basis, the OMol25 dataset).

Calculated values
- HOMO-LUMO gap (eV) = 10.88
- LUMO level (eV) = 0.46
- highest occupied orbital energy (eV) = -10.417

Structure (XYZ):
```
8
C2ClN5, DFT the ωB97M-V functional and the def2-TZVPD basis
C -0.5783 -1.1602 -0.7031
C -0.7931 1.4724 1.2131
N -1.6974 -1.2291 -0.4520
N 0.2616 1.1122 0.9476
N 0.6546 -1.1622 -1.0911
N 2.7491 -0.3252 -0.6766
N 1.6883 -0.6580 -0.7834
Cl -2.2849 1.9502 1.5455
```


Verdict on stability: 2 comes out on top.


--- 1 ---
# C5H6N2O4

A cluster of 2 separate species, C5H6N2O4 in total (the ωB97M-V functional and the def2-TZVPD basis, the OMol25 dataset).

Calculated values
- HOMO-LUMO gap (spin up / spin down) (eV) = 8.60 / 5.11
- LUMO level (spin up / spin down) (eV) = -0.39 / -2.08
- highest occupied orbital energy (spin up / spin down) (eV) = -8.992 / -7.181

Structure (XYZ):
```
17
C5H6N2O4, DFT the ωB97M-V functional and the def2-TZVPD basis
C 1.3834 -1.0952 1.9625
C 1.3669 0.4211 2.2432
C 0.4531 1.0060 -0.9448
C -1.8485 -0.0753 -0.4676
C -0.5142 -0.1242 -1.0771
N 0.8539 -0.1453 1.1592
N -0.2749 -1.3285 -1.6641
O 0.0240 2.0406 -0.2547
O 1.5645 -2.2162 2.2780
O 1.6209 1.3640 2.8881
O 1.5351 0.9739 -1.4890
H -2.5314 -0.7339 -0.8678
H -1.8618 -0.2893 0.6448
H -2.1988 0.8634 -0.5127
H 0.4256 2.8898 -0.5099
H 0.5933 -1.3759 -2.1799
H -0.5909 -2.1750 -1.2081
```


--- 2 ---
# C5H6N2O4

A cluster of 2 separate species, C5H6N2O4 in total (the ωB97M-V functional and the def2-TZVPD basis, the OMol25 dataset).

Calculated values
- structure (SMILES) = O=c1cc[nH]o1.NC(=O)C=O
- HOMO-LUMO gap (eV) = 9.42
- LUMO level (eV) = -0.50
- highest occupied orbital energy (eV) = -9.923

Structure (XYZ):
```
17
C5H6N2O4, DFT the ωB97M-V functional and the def2-TZVPD basis
O 1.0392 4.1917 1.3293
C 1.0727 3.0913 0.8303
C 2.1153 2.3463 0.1386
C 1.5864 1.1600 -0.1939
N 0.2403 1.1162 0.1258
O -0.0485 2.2709 0.8564
H 3.1118 2.7139 -0.0510
H 2.0306 0.3025 -0.6924
H -0.0927 0.3114 0.6574
N -0.3954 -1.2141 -0.8086
C -0.7094 -2.4956 -0.5032
O 0.0361 -3.2778 0.0522
C -2.1285 -2.8861 -0.9264
O -2.5693 -3.9866 -0.7288
H 0.5248 -0.8715 -0.5753
H -1.0352 -0.5546 -1.2812
H -2.7331 -2.0977 -1.4238
```


--- 3 ---
# C5H6N2O4

A cluster of 2 separate species, C5H6N2O4 in total (the ωB97M-V functional and the def2-TZVPD basis, the OMol25 dataset).

Calculated values
- HOMO-LUMO gap (spin up / spin down) (eV) = 7.47 / 8.02
- LUMO level (spin up / spin down) (eV) = -0.98 / -0.47
- highest occupied orbital energy (spin up / spin down) (eV) = -8.453 / -8.492

Structure (XYZ):
```
17
C5H6N2O4, DFT the ωB97M-V functional and the def2-TZVPD basis
C -0.1549 1.8626 -2.5234
C 0.5112 0.7283 1.9652
C -0.7908 0.8740 1.1780
C 1.0695 -1.0812 0.4877
C -0.3736 -0.9700 -0.0883
N -0.5673 2.5952 -1.7478
N -0.7585 -1.7113 -1.1865
O 0.0663 -2.3900 -1.7857
O -1.9139 -1.5144 -1.5939
O 1.0546 -0.5584 1.8096
O -1.1088 -0.0198 0.3308
H 1.1235 1.5285 1.7305
H 0.2860 0.7733 3.0354
H -1.6471 1.4297 1.3414
H 0.2218 1.0629 -3.1137
H 1.3223 -2.1062 0.4188
H 1.6595 -0.5031 -0.2581
```


Verdict on stability: 2 comes out on top.


--- 1 ---
# C4H11NS

A cluster of 2 separate species, C4H11NS in total (the ωB97M-V functional and the def2-TZVPD basis, the OMol25 dataset).

Calculated values
- structure (SMILES) = C=NCC.CS
- HOMO-LUMO gap (eV) = 8.73
- LUMO level (eV) = 0.69
- highest occupied orbital energy (eV) = -8.042

Structure (XYZ):
```
17
C4H11NS, DFT the ωB97M-V functional and the def2-TZVPD basis
C -1.3747 -0.9128 1.6621
N -0.7933 -0.4765 0.6278
C -0.6721 0.9989 0.5122
C -1.5142 1.5542 -0.6312
H -1.2731 -1.9529 1.9625
H -2.0133 -0.2656 2.2703
H 0.3826 1.1198 0.2640
H -0.9281 1.4839 1.4526
H -1.3871 0.9246 -1.5122
H -2.5783 1.5747 -0.3910
H -1.2308 2.5826 -0.8545
C 2.6689 -0.9989 -1.1243
S 1.4241 -2.2198 -0.5596
H 2.9172 -1.1242 -2.1771
H 2.2827 0.0168 -1.0299
H 3.5803 -1.0564 -0.5324
H 0.5092 -1.2482 0.0606
```


--- 2 ---
# C4H11NS

The molecule C4H11NS (the ωB97M-V functional and the def2-TZVPD basis, the OMol25 dataset).

Calculated values
- structure (SMILES) = CSCCCN
- HOMO-LUMO gap (eV) = 9.25
- LUMO level (eV) = 1.01
- highest occupied orbital energy (eV) = -8.243

Structure (XYZ):
```
17
C4H11NS, DFT the ωB97M-V functional and the def2-TZVPD basis
C 2.4577 -0.3834 -0.5807
S 1.4215 1.0651 -0.3200
C -0.0143 0.3841 -1.2772
C -1.2152 0.7338 -0.3860
C -1.1584 0.4330 1.1492
N -0.8761 -1.0126 1.5948
H 3.4566 -0.3616 -0.0031
H 2.7818 -0.4963 -1.6871
H 1.9433 -1.3365 -0.3309
H -0.0115 -0.6754 -1.5490
H 0.1083 0.8598 -2.2573
H -2.0677 0.1189 -0.7882
H -1.7135 1.7711 -0.6874
H -0.4396 1.0568 1.7584
H -2.2177 0.6936 1.5511
H -0.9455 -1.1128 2.6098
H -1.5098 -1.7377 1.2037
```


Verdict on stability: 2 comes out on top.


--- 1 ---
# C4H11NS

A cluster of 2 separate species, C4H11NS in total (the ωB97M-V functional and the def2-TZVPD basis, the OMol25 dataset).

Calculated values
- structure (SMILES) = C=CN.CSC
- HOMO-LUMO gap (eV) = 9.32
- LUMO level (eV) = 0.93
- highest occupied orbital energy (eV) = -8.388

Structure (XYZ):
```
17
C4H11NS, DFT the ωB97M-V functional and the def2-TZVPD basis
C 1.8171 0.8659 0.9835
C 2.3844 1.0191 -0.1924
N 2.7985 2.2453 -0.7583
H 1.5009 1.6924 1.6077
H 1.5010 -0.1167 1.3087
H 2.6725 0.1190 -0.7347
H 3.5924 2.0651 -1.3544
H 2.0865 2.7898 -1.2171
C -2.1149 -2.1602 -0.9817
S -2.6214 -1.8635 0.7207
C -2.0025 -0.2036 1.0415
H -1.1243 -1.7659 -1.1772
H -2.8434 -1.8347 -1.7221
H -2.0643 -3.2518 -1.0434
H -2.6269 0.1900 1.8410
H -1.0181 -0.2455 1.4978
H -1.9376 0.4554 0.1806
```


--- 2 ---
# C4H11NS

The molecule C4H11NS (the ωB97M-V functional and the def2-TZVPD basis, the OMol25 dataset).

Calculated values
- structure (SMILES) = NCCCCS
- HOMO-LUMO gap (eV) = 9.55
- LUMO level (eV) = 0.79
- highest occupied orbital energy (eV) = -8.758

Structure (XYZ):
```
17
C4H11NS, DFT the ωB97M-V functional and the def2-TZVPD basis
N 2.1014 0.3078 -0.2768
C 1.1245 -0.6105 -0.8498
C 0.2092 -1.2664 0.2145
C -0.6419 -0.3299 1.2105
C -1.2014 0.9139 0.3696
S -2.2799 0.4043 -0.8588
H 1.5777 1.0221 0.2842
H 2.4660 0.8527 -1.1023
H 0.4024 -0.0286 -1.5780
H 1.6172 -1.3232 -1.4248
H -0.4951 -1.9995 -0.1253
H 0.8956 -1.7693 0.8130
H 0.1183 0.0168 1.9447
H -1.3355 -0.8498 1.7298
H -0.2721 1.4530 -0.0345
H -1.7811 1.6458 1.1502
H -2.5054 1.5606 -1.4662
```


Verdict on stability: 1 comes out on top.


--- 1 ---
# C4H11NS

A structure of composition C4H11NS (the ωB97M-V functional and the def2-TZVPD basis, the OMol25 dataset).

Calculated values
- HOMO-LUMO gap (eV) = 5.88
- LUMO level (eV) = -0.88
- highest occupied orbital energy (eV) = -6.752

Structure (XYZ):
```
17
C4H11NS, DFT the ωB97M-V functional and the def2-TZVPD basis
C -2.1214 0.2655 -2.2426
C -1.0308 0.7800 -1.2959
S -1.3460 0.2161 0.4183
H -3.0510 0.6562 -1.8179
H -2.2154 -0.8243 -2.3230
H -2.0097 0.7051 -3.2394
H -1.1354 1.8669 -1.3527
H -0.0384 0.4069 -1.5704
C 1.4522 -0.5964 1.8673
C 1.8143 0.6789 1.3373
N 1.3140 -1.7595 1.1081
H 1.6706 -0.7704 2.9186
H 2.2286 1.3911 2.0357
H 2.0585 0.8046 0.2939
H 0.6160 0.2900 1.4777
H 0.4303 -1.5795 0.6264
H 1.3636 -2.5313 1.7583
```


--- 2 ---
# C4H11NS

The molecule C4H11NS (the ωB97M-V functional and the def2-TZVPD basis, the OMol25 dataset).

Calculated values
- structure (SMILES) = NCCCCS
- HOMO-LUMO gap (eV) = 9.87
- LUMO level (eV) = 0.96
- highest occupied orbital energy (eV) = -8.915

Structure (XYZ):
```
17
C4H11NS, DFT the ωB97M-V functional and the def2-TZVPD basis
N -1.1913 0.3519 -1.8276
C -1.4376 0.0552 -0.4019
C -0.4352 -0.9268 0.1773
C 1.0291 -0.4519 0.0444
C 1.3081 0.9532 0.5890
S 0.9538 1.1041 2.3730
H -1.9560 0.1206 -2.4379
H -0.3649 -0.1106 -2.1707
H -1.4260 0.9800 0.1550
H -2.4424 -0.3460 -0.3148
H -0.5790 -0.9220 1.2543
H -0.5923 -1.9300 -0.2117
H 1.3048 -0.4644 -1.0019
H 1.6101 -1.1432 0.6628
H 0.6872 1.7014 0.0952
H 2.3321 1.2071 0.3484
H 1.1995 -0.1786 2.6669
```


Verdict on stability: 2 comes out on top.